Entry 1:
C31H42Br2N11O5PV as an isolated structure in a non-equilibrium geometry. Source: the Open Molecules 2025 dataset; level of theory: ωB97M-V/def2-TZVPD.

ORCA input file:
```
! wB97M-V def2-TZVPD RIJCOSX def2/J DEFGRID3
* xyz -2 4
Br -0.96760 -0.63175 -3.41298
Br -1.50616 2.52685 -3.29418
V 0.16408 1.70686 -1.04989
P 0.04769 -1.11499 0.30130
O -2.66394 2.99967 1.70716
O -1.33119 1.63384 -0.44691
O -3.36146 0.43949 -2.14947
O -5.90113 0.36224 -0.60896
O -5.55234 2.28415 1.64205
N 0.43208 4.42510 -1.25681
N 2.53038 1.41256 -4.28899
N 3.56753 2.01483 -1.07662
N 1.40643 1.91332 1.60202
N 3.52106 1.67837 -3.44095
N 1.58915 1.85538 0.28194
N 2.53448 2.07421 2.19126
N -0.67074 4.79785 0.72692
N 1.60501 1.52745 -2.34867
N 1.41263 1.32630 -3.66018
N 3.52351 2.13894 1.30011
C 2.31607 -2.83648 1.04896
C 3.90230 -1.60415 -1.22358
C -2.40222 -2.30641 -0.12533
C -1.46687 0.28788 3.93767
C -3.31926 -3.53449 -0.09994
C -1.16144 0.21577 2.44726
C -2.62301 -4.75228 -0.71962
C 2.37375 -1.74563 -1.20648
C 4.53769 -2.23185 0.02664
C 2.92472 1.74659 -2.25176
C -1.46432 0.91938 -4.39247
C -0.93684 -2.70955 0.05129
C 1.96381 6.03836 -2.13758
C -0.48893 -3.49448 -1.18851
C -0.05867 -0.81316 2.16643
C 0.86043 6.45944 -0.06225
C 1.85890 -1.62658 0.22701
C -3.56852 0.91338 -1.01976
C -2.58283 1.57520 -0.19786
C 1.73245 6.86987 -1.04460
C -1.64960 -4.29206 -1.79995
C -4.68069 1.87015 0.85985
C 0.22281 5.20763 -0.18744
C -0.19451 -2.01783 3.11197
C -1.63904 -2.20667 3.56087
C -2.08285 -1.02911 4.43330
C 2.91564 2.00447 0.12618
C -3.23536 2.23694 0.91138
C 1.27378 4.84253 -2.19487
C 3.66395 -3.36995 0.54369
C -4.86664 0.97150 -0.29004
H -1.09908 3.87549 0.69374
H -0.12577 -2.80011 -1.94650
H -4.22997 -3.29986 -0.65413
H -3.17245 -0.96115 4.41218
H 4.65271 -1.48052 0.81249
H -1.25964 -5.15122 -2.35284
H 3.50430 -4.07981 -0.27110
H -2.50459 -1.77774 -1.07281
H 1.38762 4.18328 -3.04821
H 2.41976 -2.53880 2.09287
H -2.15122 1.11537 4.13339
H 0.63432 7.08055 0.79181
H 0.89052 -0.30791 2.38552
H 2.22603 7.83096 -0.97475
H -1.78362 -1.20236 5.47188
H -3.36636 -5.43352 -1.14303
H 0.32568 -4.17506 -0.92608
H 1.58103 -3.64105 0.99850
H -0.85475 -3.34697 0.93654
H -2.18325 -3.65769 -2.50671
H 2.64357 6.33011 -2.92578
H 5.53525 -2.60715 -0.21786
H -2.07274 -5.30264 0.04973
H -1.73565 -3.14889 4.10910
H -0.53207 0.49277 4.46562
H 4.29395 -2.07530 -2.13043
H 0.42133 -1.83111 3.99657
H 0.17837 -2.93600 2.65736
H 1.92057 -0.96485 -1.82356
H -0.70813 1.07156 -5.15914
H 4.17739 -3.90175 1.35069
H -0.81798 1.19144 2.09728
H -2.71141 -1.60890 0.65490
H -0.71267 5.25199 1.62181
H 4.17048 -0.54823 -1.27186
H -3.60722 -3.76687 0.93055
H 4.56335 2.14405 -1.09079
H -2.46850 0.75894 -4.77712
H 2.33911 -0.73172 0.64291
H -2.07806 -0.02890 1.90977
H -2.28119 -2.27375 2.68460
H 2.08677 -2.70576 -1.63572
*
```

LUMO energy (alpha / beta): 4.3 / 4.3 eV
molecular weight: 890.5 g/mol
⟨S²⟩: 3.88
electronic energy: -8618.46119 Eh
HOMO (alpha / beta): -0.64 / -2.25 eV


Entry 2:
C35H32Cl2N7O2V as an isolated structure in a non-equilibrium geometry. Source: the Open Molecules 2025 dataset; level of theory: ωB97M-V/def2-TZVPD.

ORCA input file:
```
! wB97M-V def2-TZVPD RIJCOSX def2/J DEFGRID3
* xyz 1 2
V -0.13290 0.57210 1.83084
Cl 2.46647 0.68226 -1.40473
Cl 4.82438 -1.00432 -0.93765
O 2.98500 -3.53441 -5.34068
O -0.09425 1.93157 0.42474
N -0.47074 2.07409 3.29541
N -2.48317 -0.44062 -4.03210
N -0.00999 -0.70451 0.29088
N -2.05365 -1.26040 -4.84424
N 1.82611 0.93665 2.31432
N -2.37538 0.84137 1.62203
N -0.85292 -0.74390 3.37733
C -0.59733 -0.04139 -0.78565
C -1.26036 0.03146 4.39832
C -3.16487 0.24676 0.72001
C 4.17415 -2.86335 -4.97226
C -2.60083 -2.28421 3.88643
C -0.56819 -3.00752 -5.41599
C -3.57559 2.87235 1.28030
C -1.81329 1.43200 -2.75794
C 1.81164 -2.87372 -5.19066
C -4.18594 0.90371 0.06206
C -1.13194 -0.72120 -1.89392
C 0.67060 -3.59353 -5.54173
C -0.69876 -1.72034 -4.89684
C -2.59617 2.12739 1.91282
C 0.20971 -2.02527 0.15625
C -1.76307 2.75195 3.02487
C 4.19260 0.47290 -1.69348
C -0.32834 -2.76674 -0.90297
C -1.50926 -1.87704 3.13681
C 2.91411 0.23043 1.98614
C -1.74570 0.06369 -2.89871
C 4.19248 0.72802 2.13566
C 1.69446 -1.55838 -4.74355
C -1.22087 2.10343 -1.68559
C -2.34695 -0.29291 5.18243
C 0.43730 -0.98857 -4.58866
C 3.22231 2.73473 3.00662
C -0.47524 1.31271 4.56770
C -1.05185 -2.14602 -1.88946
C 4.34601 2.00962 2.64414
C 0.71236 2.94973 3.15430
C -0.62269 1.38296 -0.67480
C 1.97288 2.16659 2.83088
C -3.03458 -1.47229 4.91889
C -4.37535 2.25042 0.33310
H -1.53182 -2.72799 -2.66353
H -1.23790 3.18458 -1.62884
H -4.78315 0.38138 -0.67090
H -0.18359 -3.83888 -0.92034
H -1.46514 -3.53765 -5.70876
H -5.13683 2.81322 -0.19029
H 4.37076 0.41361 -2.76046
H 2.73801 -0.75357 1.56984
H -3.90033 -1.74291 5.50829
H -3.10217 -3.20929 3.64209
H 2.57098 -0.96603 -4.52696
H 4.33939 -1.97791 -5.59201
H 4.14718 -2.57499 -3.91942
H -0.88127 1.90815 5.39034
H 5.03866 0.12596 1.83879
H 3.30871 3.73080 3.41929
H -2.36270 2.73629 3.94053
H -1.57853 3.79868 2.78567
H -2.95299 -0.79759 0.52071
H 4.72022 1.31223 -1.25607
H 4.98318 -3.56900 -5.13616
H 0.52515 3.61478 2.31040
H -1.15612 -2.46673 2.29827
H -3.70609 3.91892 1.52120
H 0.88565 3.55357 4.05218
H 0.36069 0.03635 -4.24887
H 0.55857 1.05209 4.80311
H -2.65045 0.36568 5.98487
H -2.32421 1.99228 -3.53157
H 5.33163 2.44118 2.75633
H 0.78568 -4.59431 -5.93464
H 0.77641 -2.51121 0.94519
*
```

LUMO energy (alpha / beta): -2.8 / -2.8 eV
molecular weight: 704.5 g/mol
⟨S²⟩: 1.21
electronic energy: -3750.92123 Eh
HOMO (alpha / beta): -9.23 / -7.56 eV


Entry 3:
One molecule with the formula C8H13N3O2 in a non-equilibrium geometry. Source: the Open Molecules 2025 dataset; level of theory: ωB97M-V/def2-TZVPD.

ORCA input file:
```
! wB97M-V def2-TZVPD RIJCOSX def2/J DEFGRID3
* xyz 0 1
O 2.18901 0.55590 -1.34020
O 0.98243 2.01851 -2.45182
N -1.40681 -0.83526 0.05430
N 1.13603 1.06442 -1.71002
N -1.90702 -0.62332 -1.12865
C -0.20062 -0.25750 0.03246
C 1.28417 -1.56189 1.43453
C -0.42146 -0.20770 2.55058
C -1.56758 0.45198 -3.33860
C -0.01125 0.38920 -1.19185
C 1.34045 1.03433 1.68755
C 0.53049 -0.18750 1.32641
C -1.16366 0.11918 -1.91994
H 1.08308 -2.28852 0.60206
H 1.02377 -2.12603 2.44196
H -0.81359 -0.01452 -4.04703
H 1.71700 0.80853 2.76869
H -2.78374 -1.06389 -1.49599
H -2.47758 -0.10811 -3.54816
H -1.66912 1.51865 -3.58514
H -1.03582 -1.19418 2.54905
H 2.13612 1.33477 0.97957
H 0.67980 1.84972 1.99804
H -1.19673 0.66271 2.54130
H 0.21679 -0.07009 3.39105
H 2.33584 -1.26940 1.39987
*
```

LUMO energy: 0.1 eV
molecular weight: 183.2 g/mol
electronic energy: -627.23578 Eh
HOMO: -9.57 eV


Entry 4:
One molecule with the formula C25H29BrN4O5. Source: the Open Molecules 2025 dataset; level of theory: ωB97M-V/def2-TZVPD.

ORCA input file:
```
! wB97M-V def2-TZVPD RIJCOSX def2/J DEFGRID3
* xyz 0 1
Br -1.32265 2.90445 0.39456
O 2.43033 1.01600 2.12471
O 0.99989 3.65864 5.91346
O -3.02258 0.82394 -4.01872
O 3.34069 -6.12479 0.63264
O -1.29828 2.05251 -4.75057
N -0.61797 -0.49276 -1.19840
N 2.93376 -3.93521 1.27439
N 0.52675 0.36231 1.08269
N 1.79789 -4.76663 -0.43594
C 0.46746 -2.69736 -0.96218
C -0.62922 4.28693 4.21228
C -1.73788 1.01572 -4.32485
C 0.01461 0.58938 -1.93563
C 0.98165 2.54637 3.86675
C -0.56286 3.06349 2.13761
C 1.35349 -5.69621 -1.43482
C 2.76249 -5.06683 0.50747
C 1.24861 1.17873 1.88734
C -3.86275 2.79960 -2.87283
C 1.87092 -1.65603 1.27024
C -1.10964 4.05152 2.93801
C -1.58580 -1.35848 -3.36433
C 0.26110 -1.38087 -0.55366
C -3.89464 1.94985 -4.13524
C 0.50681 4.64942 6.78502
C 2.09567 -2.94055 0.82109
C 0.43443 3.52735 4.69141
C 3.85759 -3.84436 2.36968
C 0.38806 0.17616 -3.36103
C -1.78605 -1.00766 -1.88217
C 0.93086 -0.89002 0.59015
C -0.88420 -0.22736 -4.11499
C 1.37777 -3.46632 -0.26504
C 0.49967 2.28243 2.59033
H -0.69009 1.42470 -1.98751
H 0.61986 5.65106 6.35878
H 1.89250 -6.62848 -1.26956
H 4.38488 -4.79569 2.42945
H -4.12491 2.20093 -2.00386
H -2.14793 -1.88159 -1.33643
H -2.55081 -0.22592 -1.81925
H 1.08408 -0.66464 -3.33196
H 3.32693 -3.66163 3.30661
H 1.57394 -5.32218 -2.43734
H -4.57066 3.61756 -2.96674
H -0.54401 4.47550 7.03744
H -0.97231 -2.25542 -3.46454
H 1.11066 4.57257 7.68736
H -4.88724 1.52605 -4.30192
H 0.90523 0.91660 -1.39819
H -2.86779 3.21167 -2.72284
H 4.57221 -3.03688 2.20013
H -2.55908 -1.56454 -3.81005
H -0.06188 -3.10978 -1.80386
H -1.92448 4.64963 2.55863
H 0.86564 1.01344 -3.86961
H 0.27969 -5.87506 -1.34513
H 1.82039 1.97273 4.22880
H -1.08446 5.06275 4.80609
H -0.40378 0.62083 0.77803
H 2.39095 -1.25367 2.12163
H -0.61303 -0.56919 -5.12166
H -3.59047 2.54531 -5.00198
*
```

LUMO energy: 0.6 eV
molecular weight: 545.4 g/mol
electronic energy: -4139.37386 Eh
HOMO: -7.29 eV